# 1
C5H8N | wB97M-V/def2-TZVPD

Geometry as XYZ:
```
14
C5H8N, DFT wB97M-V/def2-TZVPD
C 3.229 0.253 -0.169
C 1.969 -0.014 -0.107
N 0.710 -0.182 -0.030
C -0.564 -1.080 0.041
C -1.844 -0.655 0.050
C -2.141 0.822 0.061
H 3.935 -0.065 0.577
H 3.848 0.411 -1.028
H 0.177 0.613 0.210
H -0.237 -2.115 -0.039
H -2.553 -1.399 0.206
H -3.228 1.121 0.137
H -1.561 1.098 -0.953
H -1.740 1.193 1.044
```

Its relative energy (zero: lowest compared OMol25 entry of this formula, charge and spin) is 100.20 kcal per mole. Its SMILES is C=C=[NH+]/C=C\C. Its net charge is +1. The energy is -249.6655 hartree.

Löwdin atomic charge list, values in e, 8 entries: 0.142, 0.023, 0.143, -0.013, -0.104, -0.077, 0.105, 0.103



# 2
C4H11NOP | wB97M-V/def2-TZVPD

Geometry as XYZ:
```
18
C4H11NOP, DFT wB97M-V/def2-TZVPD
C -0.915 0.459 1.372
C -0.028 0.778 -1.572
C 2.075 0.035 -0.095
C 0.796 -0.209 -0.830
N 0.387 -1.384 -0.563
O -0.806 0.172 2.632
P -2.440 -0.124 0.774
H 0.681 1.280 -2.295
H -0.490 1.475 -0.923
H -0.745 0.140 -2.128
H 2.603 0.978 -0.353
H 2.748 -0.820 -0.168
H 1.707 0.103 0.910
H -0.498 -1.631 -0.864
H 0.072 0.008 2.978
H 0.891 -2.186 -0.186
H -3.504 0.128 1.595
H -2.535 0.800 -0.285
```

Its relative energy (zero: lowest compared OMol25 entry of this formula, charge and spin) is 70.12 kcal per mole. Its net charge is +1. The energy is -629.9715 hartree.

Löwdin atomic charge list, values in e, 8 entries: -0.462, -0.007, 0.010, -0.346, 0.223, -0.065, 0.866, 0.133



# 3
C51H97N10O5Rb | wB97M-V/def2-TZVPD

Geometry as XYZ:
```
164
C51H97N10O5Rb, DFT wB97M-V/def2-TZVPD
Rb 1.407 -10.510 -15.782
C 8.125 -15.604 -15.629
C 6.753 -15.186 -15.686
C 5.954 -15.764 -16.928
O 5.198 -14.954 -17.502
C 6.381 -17.006 -17.537
C 7.637 -17.476 -17.248
C 8.588 -16.671 -16.408
O 9.872 -16.803 -16.506
O 7.953 -18.629 -17.772
O 6.212 -14.282 -15.015
H 8.890 -15.066 -15.090
H 5.702 -17.505 -18.213
C 10.156 -13.660 -22.361
C 11.089 -12.813 -21.475
N 10.447 -11.538 -21.135
C 10.268 -11.078 -19.831
C 9.791 -9.786 -19.981
N 9.721 -9.480 -21.302
C 10.071 -10.578 -22.027
C 9.417 -8.248 -21.797
H 10.473 -14.700 -22.428
H 9.935 -13.295 -23.364
H 9.199 -13.919 -21.909
H 11.920 -12.461 -22.087
H 11.336 -13.364 -20.568
H 10.719 -11.668 -19.047
H 9.630 -9.055 -19.203
H 10.192 -10.722 -23.090
H 9.720 -7.425 -21.149
H 8.402 -8.175 -22.187
H 10.045 -8.181 -22.685
C 2.493 -14.332 -10.444
C 2.407 -15.809 -10.088
N 2.452 -16.643 -11.311
C 1.590 -16.473 -12.310
C 1.717 -17.605 -13.198
N 2.743 -18.371 -12.779
C 3.237 -17.783 -11.662
C 3.151 -19.515 -13.558
H 3.376 -14.012 -10.998
H 2.618 -13.855 -9.472
H 1.507 -13.949 -10.705
H 1.458 -16.058 -9.614
H 3.140 -16.183 -9.373
H 0.769 -15.777 -12.397
H 1.265 -17.794 -14.161
H 3.872 -18.317 -10.971
H 2.434 -19.594 -14.375
H 2.851 -20.414 -13.020
H 4.144 -19.412 -13.995
C -3.857 -15.319 -22.570
C -2.349 -15.768 -22.291
N -1.390 -14.828 -22.870
C -1.313 -14.476 -24.210
C -0.371 -13.347 -24.336
N 0.236 -13.227 -23.126
C -0.540 -14.034 -22.235
C 1.147 -12.243 -22.632
H -4.018 -14.721 -23.467
H -4.114 -14.810 -21.640
H -4.543 -16.144 -22.380
H -2.247 -16.744 -22.765
H -2.214 -15.816 -21.210
H -1.954 -14.956 -24.935
H -0.234 -12.810 -25.263
H -0.298 -14.017 -21.183
H 1.288 -11.380 -23.283
H 2.165 -12.505 -22.343
H 0.727 -11.871 -21.698
C 5.292 -19.233 -25.553
C 5.663 -18.642 -26.853
O 5.875 -17.475 -27.026
N 5.742 -19.654 -28.055
H 6.209 -20.468 -27.681
H 4.820 -20.008 -28.267
C 6.469 -19.154 -29.336
H 4.880 -20.225 -25.736
H 4.422 -18.647 -25.257
H 6.077 -19.184 -24.798
H 6.346 -19.805 -30.202
H 7.522 -19.111 -29.058
H 6.037 -18.159 -29.441
C 10.376 -22.002 -11.486
C 10.379 -20.660 -10.815
C 10.150 -20.870 -9.280
N 10.614 -19.692 -8.475
C 10.441 -20.194 -6.975
C 9.579 -18.594 -8.667
C 10.328 -17.236 -8.404
C 11.762 -17.648 -8.989
C 12.035 -19.040 -8.534
H 10.767 -22.012 -12.504
H 9.369 -22.383 -11.318
H 10.967 -22.655 -10.844
H 9.645 -20.028 -11.315
H 11.336 -20.143 -10.883
H 10.743 -21.676 -8.847
H 9.111 -21.049 -9.002
H 9.598 -20.884 -6.945
H 10.434 -19.380 -6.249
H 11.355 -20.767 -6.817
H 8.710 -18.816 -8.048
H 9.152 -18.581 -9.669
H 10.310 -16.961 -7.350
H 9.824 -16.369 -8.832
H 12.439 -17.009 -8.422
H 11.863 -17.497 -10.063
H 12.326 -19.014 -7.483
H 12.676 -19.683 -9.137
C 1.305 -27.626 -22.671
C 2.798 -27.754 -22.243
C 3.135 -27.399 -20.809
N 4.532 -26.832 -20.559
C 4.871 -25.672 -21.505
C 5.656 -27.958 -20.698
C 6.617 -27.750 -19.611
C 6.053 -26.748 -18.678
C 4.683 -26.439 -19.096
H 0.936 -26.617 -22.491
H 0.682 -28.360 -22.159
H 1.279 -27.869 -23.733
H 3.412 -27.118 -22.880
H 3.139 -28.786 -22.336
H 2.764 -28.108 -20.069
H 2.515 -26.511 -20.685
H 4.213 -24.883 -21.143
H 4.683 -25.775 -22.574
H 5.885 -25.396 -21.213
H 6.022 -27.816 -21.714
H 5.376 -28.997 -20.871
H 7.570 -27.335 -19.940
H 6.857 -28.691 -19.116
H 6.644 -25.838 -18.571
H 6.190 -27.217 -17.704
H 4.444 -25.378 -19.023
H 3.870 -26.968 -18.599
C 15.683 -11.424 -11.211
C 14.607 -10.565 -11.790
C 13.740 -9.796 -10.817
N 12.626 -8.821 -11.362
C 11.395 -9.645 -11.976
C 12.058 -8.023 -10.113
C 12.516 -6.624 -10.388
C 12.564 -6.495 -11.910
C 13.184 -7.775 -12.362
H 15.401 -12.174 -10.472
H 16.437 -10.725 -10.849
H 16.257 -12.012 -11.926
H 13.956 -11.246 -12.339
H 14.963 -9.897 -12.575
H 14.359 -9.127 -10.219
H 13.238 -10.431 -10.086
H 11.641 -10.132 -12.920
H 10.537 -9.021 -12.224
H 11.027 -10.435 -11.322
H 10.980 -8.183 -10.095
H 12.430 -8.273 -9.119
H 11.827 -5.910 -9.937
H 13.544 -6.379 -10.117
H 11.504 -6.623 -12.130
H 12.918 -5.567 -12.358
H 12.876 -8.197 -13.319
H 14.255 -7.619 -12.233
```

Its net charge is +6. The energy is -2946.9170 hartree.

Löwdin atomic charge list, values in e, 8 entries: 0.952, -0.044, -0.414, -0.389, -0.089, -0.058, -0.412, -0.395



# 4
C27H66N9O13PS2 | wB97M-V/def2-TZVPD

Geometry as XYZ:
```
118
C27H66N9O13PS2, DFT wB97M-V/def2-TZVPD
C 3.505 -1.728 -1.775
C 4.269 -0.458 -1.419
C 4.127 0.650 -2.475
N 3.765 1.928 -1.841
O 2.913 2.687 -2.722
S 1.452 2.983 -2.106
O 1.592 3.668 -0.857
O 1.099 1.389 -1.692
P -0.441 0.890 -1.685
O -0.229 -0.671 -1.835
O -1.004 1.397 -3.096
S -1.519 1.429 -0.224
H 3.744 -2.527 -1.078
H 2.431 -1.544 -1.706
H 3.730 -2.052 -2.794
H 5.323 -0.705 -1.286
H 3.916 -0.054 -0.469
H 3.339 0.411 -3.188
H 5.065 0.760 -3.028
H 4.584 2.514 -1.740
H 0.567 -0.944 -2.311
H -0.470 1.115 -3.850
C 5.119 -3.961 1.048
O 3.996 -4.014 0.579
N 6.006 -4.972 1.008
C 7.324 -4.859 1.588
C 5.615 -6.206 0.344
H 5.507 -3.059 1.551
H 8.098 -4.990 0.828
H 7.474 -5.609 2.369
H 7.440 -3.872 2.032
H 5.383 -6.003 -0.701
H 4.738 -6.634 0.830
H 6.443 -6.910 0.401
C -6.202 -0.251 -3.336
O -7.242 -0.691 -3.792
N -5.045 -0.937 -3.285
C -3.826 -0.370 -2.746
C -5.023 -2.292 -3.804
H -6.119 0.767 -2.920
H -3.044 -0.353 -3.506
H -3.471 -0.953 -1.894
H -4.006 0.649 -2.411
H -5.304 -2.299 -4.858
H -5.727 -2.926 -3.264
H -4.017 -2.694 -3.702
C 3.992 2.434 1.631
O 4.788 1.507 1.619
N 3.115 2.682 2.615
C 2.198 3.806 2.559
C 3.066 1.790 3.760
H 3.905 3.148 0.797
H 2.367 4.474 3.406
H 1.162 3.471 2.590
H 2.361 4.351 1.631
H 4.014 1.789 4.300
H 2.873 0.768 3.426
H 2.251 2.116 4.401
C 5.740 -6.843 -3.355
O 6.029 -5.770 -2.861
N 5.775 -7.105 -4.676
C 5.417 -8.398 -5.215
C 6.183 -6.040 -5.576
H 5.415 -7.707 -2.749
H 6.255 -8.844 -5.754
H 4.569 -8.316 -5.899
H 5.137 -9.063 -4.400
H 7.193 -5.704 -5.342
H 5.516 -5.183 -5.485
H 6.155 -6.414 -6.597
C -0.524 1.895 4.681
O 0.171 2.875 4.905
N -1.726 1.942 4.093
C -2.502 0.748 3.833
C -2.262 3.239 3.694
H -0.202 0.873 4.939
H -2.684 0.630 2.764
H -3.464 0.791 4.348
H -1.956 -0.124 4.189
H -1.606 3.719 2.968
H -2.354 3.901 4.552
H -3.245 3.100 3.253
C -4.587 6.600 3.477
O -3.752 5.727 3.639
N -5.717 6.699 4.200
C -6.672 7.765 4.004
C -5.955 5.692 5.225
H -4.478 7.392 2.718
H -6.787 8.359 4.913
H -7.650 7.370 3.723
H -6.323 8.419 3.206
H -5.137 5.668 5.942
H -6.036 4.702 4.774
H -6.877 5.927 5.750
C -3.157 4.622 7.678
O -4.283 4.966 7.999
N -2.117 5.462 7.547
C -0.796 5.010 7.159
C -2.343 6.874 7.794
H -2.897 3.573 7.458
H -0.067 5.244 7.938
H -0.481 5.480 6.226
H -0.803 3.935 6.998
H -2.693 7.038 8.814
H -3.097 7.269 7.113
H -1.408 7.409 7.642
C -3.638 -3.502 -7.508
O -2.661 -3.633 -6.795
N -4.487 -4.499 -7.825
C -5.643 -4.288 -8.669
C -4.225 -5.823 -7.288
H -3.919 -2.535 -7.957
H -6.566 -4.524 -8.136
H -5.592 -4.907 -9.567
H -5.680 -3.243 -8.972
H -4.224 -5.803 -6.198
H -3.251 -6.186 -7.616
H -5.001 -6.502 -7.635
```

The energy is -3677.0740 hartree.

Löwdin atomic charge list, values in e, 8 entries: -0.085, -0.225, -0.197, -0.053, -0.363, 0.923, -0.379, -0.475



# 5
C19H36Ge2N2Tl | wB97M-V/def2-TZVPD

Geometry as XYZ:
```
60
C19H36Ge2N2Tl, DFT wB97M-V/def2-TZVPD
Tl -1.128 0.726 -3.693
N -3.617 1.275 -4.305
C -4.544 0.180 -4.670
C -4.006 -0.664 -5.803
C -2.913 -1.692 -5.423
N -1.560 -1.103 -5.389
H -4.114 1.710 -3.500
H -3.596 2.040 -5.049
H -5.518 0.524 -4.945
H -4.533 -0.529 -3.818
H -3.673 -0.077 -6.629
H -4.891 -1.179 -6.166
H -2.937 -2.583 -6.118
H -3.076 -2.066 -4.386
H -1.250 -0.850 -6.327
H -0.850 -1.744 -5.075
C 2.300 -0.813 -2.131
C 2.766 -1.061 -0.709
Ge 1.344 -1.334 0.619
C 0.420 -3.121 0.225
C 1.357 -4.009 -0.565
C 2.030 -1.169 2.499
C 1.593 -0.036 3.096
Ge 0.405 0.859 1.640
C -1.507 0.569 1.926
C -2.531 0.687 0.826
C 1.200 2.575 1.101
C 0.640 3.730 1.993
C 2.083 0.621 4.339
C 3.316 0.225 4.948
C 3.670 0.741 6.187
C 2.954 1.746 6.786
C 1.804 2.235 6.136
C 1.334 1.582 5.000
H 1.936 0.175 -2.335
H 1.523 -1.495 -2.447
H 3.100 -0.934 -2.835
H 3.390 -0.247 -0.447
H 3.536 -1.860 -0.569
H -0.447 -2.825 -0.398
H 0.138 -3.516 1.239
H 2.005 -4.624 0.065
H 1.966 -3.517 -1.396
H 0.781 -4.738 -1.169
H 2.701 -1.919 2.965
H -1.770 1.383 2.652
H -1.657 -0.398 2.383
H -3.585 0.563 1.170
H -2.364 -0.092 0.083
H -2.368 1.670 0.345
H 1.000 2.762 0.008
H 2.256 2.515 1.261
H -0.295 3.546 2.578
H 0.443 4.519 1.316
H 1.406 4.048 2.697
H 3.965 -0.485 4.428
H 4.513 0.321 6.752
H 3.250 2.198 7.777
H 1.333 3.196 6.536
H 0.272 1.760 4.721
```

Its net charge is +1. The energy is -5181.0759 hartree.

Löwdin atomic charge list, values in e, 8 entries: 0.844, -0.126, -0.266, -0.194, -0.239, -0.136, 0.094, 0.117



# 6
CH2N2O2 | wB97M-V/def2-TZVPD

Geometry as XYZ:
```
7
CH2N2O2, DFT wB97M-V/def2-TZVPD
O 0.118 -1.232 0.997
N -0.602 -0.202 1.137
C -0.441 0.737 0.241
N 0.679 0.638 -0.526
O 0.841 -0.431 -1.276
H -0.932 1.694 0.311
H 0.337 -1.203 -0.885
```

Its relative energy (zero: lowest compared OMol25 entry of this formula, charge and spin) is 162.73 kcal per mole. Its SMILES is O=N/C=N\O. The energy is -299.0775 hartree.

Per-atom Löwdin charges, elementary charge units: -0.103, -0.028, -0.201, 0.055, 0.040, 0.111, 0.125



# 7
C3H6N2O | wB97M-V/def2-TZVPD

Geometry as XYZ:
```
12
C3H6N2O, DFT wB97M-V/def2-TZVPD
C -1.819 0.934 0.724
C 0.231 -0.053 0.181
N -0.820 0.598 -0.284
N 1.139 -0.530 -0.712
C 2.190 -1.242 -0.133
O 3.088 -1.766 -0.741
H -2.328 1.876 0.513
H -1.269 1.014 1.663
H -2.551 0.126 0.827
H -1.049 0.756 -1.267
H 1.134 -0.463 -1.731
H 2.054 -1.250 0.961
```

Its relative energy (zero: lowest compared OMol25 entry of this formula, charge and spin) is 46.69 kcal per mole. The energy is -302.6187 hartree.

Löwdin atomic charge list, values in e, 8 entries: -0.107, -0.143, -0.091, 0.016, -0.344, 0.039, 0.076, 0.073